The following is a DFT calculation (ωB97M-V with the def2-TZVPD basis set) of an isolated molecule of C7H12N4O2S at a distorted geometry.

The calculated total energy is -28345.0419 eV. The relative energy (zero: lowest compared OMol25 entry of this formula, charge and spin) comes out at 7.75 kJ/mol. The SMILES is Cc1nnc(SCCOC(N)=O)n1C.

Structure (ORCA input):
```
! RIJCOSX wB97M-V def2-TZVPD def2/J DEFGRID3
* xyz 0 1
C 3.5663 0.9804 -0.6049
C 2.4766 0.0037 -0.3861
N 2.2641 -1.0725 -1.0886
N 1.1838 -1.6999 -0.5951
C 0.7513 -0.9882 0.4096
N 1.5360 0.1083 0.6027
C 1.3155 1.1672 1.5430
H 0.5160 1.8144 1.1749
H 2.2307 1.7437 1.6635
H 1.0173 0.7452 2.5031
S -0.6432 -1.3446 1.3876
C -1.5747 -2.2843 0.1351
C -1.9924 -1.3969 -1.0289
H -2.5305 -1.9947 -1.7692
O -2.8892 -0.3756 -0.6125
C -2.3635 0.8441 -0.3634
O -1.2190 1.1675 -0.5540
N -3.3177 1.6628 0.1325
H -3.1029 2.6304 0.2881
H -4.2639 1.3387 0.2142
H -1.1089 -0.9466 -1.4927
H -2.4438 -2.6845 0.6551
H -0.9276 -3.0835 -0.2203
H 4.1655 0.6443 -1.4452
H 4.1996 1.0561 0.2789
H 3.1546 1.9642 -0.8272
*
```